# 1
Molecular formula: C27H60F13O21P6
Method: DFT, ωB97M-V/def2-TZVPD

* largest force on an atom: 7.8 eV Å⁻¹
* energy: -5990.82402 Eh
* LUMO energy: -3.81 eV

The geometry in ORCA input format:
```
! RIJCOSX wB97M-V def2-TZVPD def2/J DEFGRID3
* xyz 1 1
O -2.7226 -0.3386 1.5109
C -2.4860 -0.2529 0.0927
C -2.8019 -1.6313 -0.5463
C -1.6802 -2.2360 -1.4181
C -1.2416 -1.3616 -2.6551
P 0.2324 -0.3458 -2.2330
C 1.8089 -0.9277 -3.0087
C 2.9202 -1.1203 -1.9237
C 3.7814 0.1554 -1.8270
F 4.5724 0.1590 -2.9310
F 2.9820 1.2512 -1.9413
C 4.7251 0.1609 -0.5819
F 4.8829 -1.1485 -0.2681
F 5.9442 0.5779 -0.9281
C 4.1155 0.8618 0.6749
F 2.7738 0.8367 0.6406
F 4.4250 0.0644 1.7204
C 4.6830 2.2545 1.1192
F 5.9770 2.1877 1.3918
F 4.0899 2.4282 2.3191
C 4.2904 3.5250 0.2951
F 4.2767 4.5372 1.1779
F 3.0591 3.4843 -0.2232
C 5.2619 3.9863 -0.8274
F 5.2630 3.2050 -1.8943
F 4.7976 5.1718 -1.2375
F 6.4780 4.2288 -0.3925
H -1.8582 -0.2710 1.9325
H -3.1532 0.5357 -0.2907
H -1.4390 0.0792 -0.0191
H -2.9520 -2.3239 0.2985
H -3.7524 -1.5912 -1.0963
H -0.7958 -2.5359 -0.8279
H -2.0778 -3.1777 -1.8310
H -2.0756 -0.7241 -2.9882
H -1.0056 -2.0286 -3.4998
H 0.0101 1.0087 -2.5814
H 0.4587 -0.3728 -0.8377
H 2.1285 -0.1801 -3.7515
H 1.6063 -1.8476 -3.5725
H 2.4469 -1.4119 -0.9791
H 3.5665 -1.9153 -2.3173
C 3.3271 3.8805 7.1517
O 2.4352 2.7647 6.9777
P 0.8464 3.1323 6.5441
O 0.2851 1.7536 6.7193
O 1.2480 3.4484 5.0039
C 1.8425 2.4103 4.2442
O -0.5758 3.9793 6.3251
C -1.4163 4.0891 7.4845
H 4.3345 3.4914 7.2838
H 3.3126 4.5354 6.2759
H 3.0478 4.4491 8.0391
H 1.6305 1.4212 4.6535
H 2.9207 2.5561 4.2229
H 1.4605 2.4629 3.2239
H -0.8530 4.4636 8.3388
H -1.8540 3.1206 7.7252
H -2.2135 4.7930 7.2550
C -0.3938 -0.9063 3.4949
O -1.0583 -1.5959 2.4166
P -1.0382 -3.2852 2.4401
O -1.5752 -3.4705 1.0481
O -2.1813 -3.3480 3.5748
C -3.4521 -2.7496 3.3079
O -0.6612 -4.8777 2.7936
C 0.4375 -5.4349 2.0616
H -0.6215 0.1536 3.3977
H -0.7288 -1.2559 4.4736
H 0.6848 -1.0457 3.4009
H -3.6436 -2.6453 2.2400
H -3.4954 -1.7665 3.7802
H -4.2191 -3.3832 3.7477
H 1.3159 -4.7922 2.1287
H 0.1614 -5.5771 1.0159
H 0.6775 -6.4014 2.5000
C -7.2138 -7.9838 -0.5697
O -6.8889 -6.7349 0.0660
P -5.5308 -5.9221 -0.5206
O -5.4622 -4.8813 0.5554
O -6.3065 -5.4038 -1.8477
C -7.4593 -4.5868 -1.6863
O -4.0733 -5.6213 -1.2814
C -2.9002 -5.9703 -0.5274
H -8.1792 -8.3146 -0.1927
H -7.2791 -7.8670 -1.6550
H -6.4618 -8.7354 -0.3264
H -7.4808 -4.0914 -0.7154
H -8.3565 -5.1984 -1.7969
H -7.4515 -3.8340 -2.4739
H -2.9641 -6.9985 -0.1680
H -2.7746 -5.2888 0.3128
H -2.0373 -5.8816 -1.1860
C -8.9100 5.1200 -0.9557
O -7.4916 4.8779 -0.9122
P -6.9929 3.2839 -1.1393
O -5.5518 3.4900 -0.7749
O -7.2496 3.3359 -2.7381
C -6.5374 4.2925 -3.5133
O -7.0104 1.6143 -1.2105
C -6.8667 0.9413 0.0487
H -9.0700 6.1958 -0.9405
H -9.3506 4.7095 -1.8682
H -9.3927 4.6774 -0.0839
H -5.6291 4.6326 -3.0155
H -7.1808 5.1515 -3.7109
H -6.2750 3.8280 -4.4630
H -7.5851 1.3209 0.7745
H -5.8528 1.0700 0.4293
H -7.0550 -0.1192 -0.1087
C 8.1234 1.7938 -2.5122
O 8.2272 2.5574 -3.7242
P 9.1880 1.8979 -4.9497
O 9.1883 3.0972 -5.8447
O 8.0578 0.8074 -5.3611
C 6.7895 1.2781 -5.7928
O 10.3356 0.9709 -5.7326
C 11.6829 1.4629 -5.6616
H 7.3739 2.2577 -1.8837
H 7.8225 0.7633 -2.7223
H 9.0793 1.7967 -1.9859
H 6.8325 2.3048 -6.1568
H 6.0793 1.2205 -4.9642
H 6.4441 0.6271 -6.5954
H 11.9676 1.6686 -4.6299
H 11.7853 2.3669 -6.2614
H 12.3417 0.6945 -6.0603
*
```

=====

# 2
Molecular formula: C3H6N2O
Method: DFT, ωB97M-V/def2-TZVPD

* largest force on an atom: 1.6 eV Å⁻¹
* energy: -302.53011 Eh
* energy relative to the best compared isomer or geometry (same formula, charge and spin): 102.28 kcal per mole
* LUMO energy (alpha / beta): 0.28 / -0.14 eV

The geometry in ORCA input format:
```
! RIJCOSX wB97M-V def2-TZVPD def2/J DEFGRID3
* xyz 0 1
N -1.8554 0.0959 0.2617
C -0.7299 -0.6123 0.4952
O -0.5297 -1.4243 1.3811
C 0.5178 -0.3128 -0.3009
C 0.8897 1.0022 -0.8331
N 1.4460 -0.3653 0.8089
H -2.5752 0.0532 0.9696
H -1.7941 0.8864 -0.3603
H 0.7239 -1.0777 -1.0562
H 0.5634 1.9317 -0.3632
H 1.4402 1.1243 -1.7686
H 1.9033 -1.3013 0.7659
*
```

=====

# 3
Molecular formula: C10H23N9O6Pb
Method: DFT, ωB97M-V/def2-TZVPD

* largest force on an atom: 2.8 eV Å⁻¹
* energy: -1531.51319 Eh
* energy relative to the best compared isomer or geometry (same formula, charge and spin): 26.90 kcal per mole
* LUMO energy (alpha / beta): -0.54 / -1.59 eV

The geometry in ORCA input format:
```
! RIJCOSX wB97M-V def2-TZVPD def2/J DEFGRID3
* xyz 0 1
O -0.0372 -1.3131 -3.1134
H -0.3047 -1.7185 -3.9508
Pb -0.3843 0.1269 -1.2192
N 1.4751 -1.6854 -0.8680
N -0.9841 -2.0758 -0.0212
N 0.2706 2.4511 -0.5656
N -1.6876 1.2049 0.8024
O 2.5700 -1.4000 -1.3296
O 1.4768 3.1029 -0.8949
O -2.4014 0.4941 1.7523
O -1.9899 -2.1830 0.7659
C -0.3602 -3.1832 -0.5558
C 0.9317 -2.9446 -1.1151
C -0.4087 3.1481 0.3235
C -1.4898 2.4824 1.0790
C 1.6649 -3.8439 -2.0290
H 1.6081 -3.4681 -3.0581
H 1.2695 -4.8612 -2.0035
H 2.7099 -3.8425 -1.7256
C -1.0357 -4.5109 -0.6476
H -2.0076 -4.4361 -1.1626
H -1.2121 -4.8964 0.3654
H -0.3989 -5.2247 -1.1849
C 0.0529 4.5203 0.6321
C -2.2486 3.2593 2.0899
H 0.7284 4.8425 -0.1594
H 0.6332 4.5144 1.5672
H -0.7989 5.1960 0.7314
H -2.8136 2.5988 2.7443
H -2.9571 3.9311 1.5990
H -1.5643 3.8718 2.6787
H 1.9192 2.4700 -1.4916
H -2.2526 -0.4555 1.4547
C -2.3327 0.2211 -2.4141
H -1.9873 -0.2328 -3.3612
H -2.6213 1.2475 -2.5668
H -3.0772 -0.4419 -1.9633
O 1.3460 0.6933 -3.5707
H 0.8170 -0.2627 -3.4361
H 0.7306 1.2389 -4.0841
N 2.9901 1.2518 4.1209
N 2.0027 0.5171 3.4719
N 1.8621 -0.8151 3.7851
C 1.1478 -1.1922 2.7133
N 0.9379 -0.2200 1.8175
N 1.5349 0.8841 2.2863
H 2.8097 2.2420 4.0914
H 3.1139 0.8866 5.0551
H 0.7528 -2.1898 2.5647
*
```

=====

# 4
Molecular formula: C53H51F3MoN2OPSi
Method: DFT, ωB97M-V/def2-TZVPD

* largest force on an atom: 0.8 eV Å⁻¹
* energy: -3233.45705 Eh
* energy relative to the best compared isomer or geometry (same formula, charge and spin): 22.05 kcal per mole
* expectation value of S²: 2.020
* LUMO energy (alpha / beta): -2.84 / -3.54 eV

The geometry in ORCA input format:
```
! RIJCOSX wB97M-V def2-TZVPD def2/J DEFGRID3
* xyz 1 3
Mo -0.4112 -0.0977 -0.0438
C 2.6413 1.4626 1.2943
C 2.0555 0.2979 0.5559
C 1.9359 0.3211 -0.8308
C 1.5169 -0.8295 -1.5501
C 1.4452 -0.8110 -3.0454
C 1.1347 -1.9456 -0.8258
C 1.2211 -2.0017 0.5943
C 0.8645 -3.2628 1.3115
C 1.6651 -0.8715 1.2634
H 2.2693 1.5140 2.3149
H 2.4224 2.4005 0.7871
H 3.7263 1.3399 1.3291
H 2.1845 1.2215 -1.3779
H 2.1865 -1.4961 -3.4598
H 1.6466 0.1863 -3.4265
H 0.4581 -1.1224 -3.3881
H 0.7220 -2.7999 -1.3491
H 1.6082 -4.0296 1.0841
H -0.1056 -3.6282 0.9799
H 0.8268 -3.1159 2.3887
H 1.7242 -0.8736 2.3449
F -0.9112 6.2950 7.0685
C -1.2109 6.6695 5.8144
F -2.5014 7.0451 5.8138
F -0.4755 7.7507 5.5272
C -0.9761 5.5443 4.8401
C -1.6222 4.3342 5.0634
C -1.4316 3.2816 4.1895
C -0.6006 3.4478 3.0771
C 0.0385 4.6696 2.8561
C -0.1443 5.7156 3.7441
C -0.4476 2.3825 2.1472
C -0.4105 1.4585 1.3489
H -2.2700 4.2185 5.9223
H -1.9312 2.3353 4.3467
H 0.6735 4.7934 1.9886
H 0.3515 6.6622 3.5832
N -3.0299 1.0242 1.4390
C -1.9666 0.7074 0.9761
H -3.8535 0.4911 1.1456
N -1.0079 0.8471 -1.6077
P -1.7922 1.9858 -2.3435
C -2.6510 1.3157 -3.7834
C -2.5851 -0.0520 -4.0188
C -3.2158 -0.5967 -5.1303
C -3.9094 0.2278 -6.0030
C -3.9704 1.5986 -5.7740
C -3.3365 2.1446 -4.6707
C -0.7343 3.2770 -3.0528
C -0.8911 4.6393 -2.8188
C -0.0332 5.5535 -3.4196
C 0.9756 5.1152 -4.2616
C 1.1214 3.7572 -4.5220
C 0.2680 2.8467 -3.9245
C -3.0269 2.8052 -1.3122
C -4.3830 2.5362 -1.4725
C -5.3102 3.0560 -0.5806
C -4.8884 3.8537 0.4712
C -3.5369 4.1299 0.6376
C -2.6085 3.5997 -0.2424
H -2.0427 -0.6790 -3.3198
H -3.1640 -1.6627 -5.3119
H -4.4006 -0.1945 -6.8698
H -4.5078 2.2394 -6.4605
H -3.3729 3.2149 -4.4998
H -1.6871 4.9991 -2.1815
H -0.1629 6.6114 -3.2329
H 1.6392 5.8301 -4.7299
H 1.8901 3.4140 -5.2022
H 0.3560 1.7915 -4.1540
H -4.7169 1.9132 -2.2919
H -6.3617 2.8344 -0.7085
H -5.6118 4.2618 1.1650
H -3.2092 4.7522 1.4604
H -1.5527 3.7955 -0.0950
C -3.1848 -3.2319 -2.3575
C -3.1580 -3.9185 -0.9825
C -2.0173 -4.9420 -0.9849
C -4.5015 -4.6335 -0.7876
Si -2.8825 -2.5772 0.3337
O -1.6574 -1.6333 -0.1883
C -2.4494 -3.2757 2.0311
C -2.8305 -4.5452 2.4731
C -2.4831 -5.0125 3.7344
C -1.7456 -4.2131 4.5941
C -1.3601 -2.9441 4.1846
C -1.7093 -2.4893 2.9215
C -4.4792 -1.5949 0.4874
C -4.8481 -0.6796 -0.5071
C -6.0694 -0.0230 -0.4597
C -6.9434 -0.2563 0.5942
C -6.5892 -1.1425 1.6014
C -5.3703 -1.8073 1.5438
H -3.3205 -3.9838 -3.1420
H -2.2487 -2.7028 -2.5546
H -4.0090 -2.5198 -2.4383
H -2.2089 -5.7175 -1.7334
H -1.8962 -5.4379 -0.0198
H -1.0655 -4.4713 -1.2458
H -4.6568 -5.3493 -1.6013
H -5.3359 -3.9296 -0.8015
H -4.5561 -5.1934 0.1468
H -3.4082 -5.1947 1.8284
H -2.7911 -6.0026 4.0450
H -1.4762 -4.5747 5.5779
H -0.7908 -2.3082 4.8519
H -1.3931 -1.4951 2.6283
H -4.1644 -0.4656 -1.3194
H -6.3456 0.6671 -1.2485
H -7.8984 0.2520 0.6304
H -7.2633 -1.3185 2.4298
H -5.1048 -2.4982 2.3368
*
```

=====

# 5
Molecular formula: C17H33N3O3S
Method: DFT, ωB97M-V/def2-TZVPD

* SMILES string: CCCS(=O)(=O)N1CCC[C@H](C(=O)NCCN2CCCC[C@H]2C)C1
* largest force on an atom: 1.0 eV Å⁻¹
* energy: -1455.76821 Eh
* energy relative to the best compared isomer or geometry (same formula, charge and spin): 0.00 kcal per mole
* LUMO energy: 0.49 eV

The geometry in ORCA input format:
```
! RIJCOSX wB97M-V def2-TZVPD def2/J DEFGRID3
* xyz 0 1
C 0.9608 -5.3950 -2.8320
C 0.7166 -4.2188 -1.8911
C -0.6714 -3.6386 -2.0578
S -0.8416 -2.1263 -1.0622
O -2.1649 -1.6183 -1.2700
O 0.2745 -1.2623 -1.3449
N -0.7068 -2.5870 0.5067
C -1.8449 -3.1110 1.2173
C -2.0418 -2.3431 2.5240
C -0.7625 -2.3945 3.3548
C 0.4165 -1.8162 2.5567
C 0.2461 -0.2922 2.4839
O 0.3603 0.3736 3.4964
N -0.0624 0.2286 1.2871
C -0.1954 1.6494 1.0623
C 0.8299 2.1221 0.0223
N 0.5247 3.4632 -0.4290
C 0.9859 4.4901 0.4861
C 0.3618 5.8342 0.1252
C 0.7077 6.2011 -1.3124
C 0.2607 5.0707 -2.2326
C 0.8653 3.7231 -1.8202
C 2.3661 3.6488 -2.1454
C 0.5433 -2.5609 1.2238
H 1.9623 -5.7915 -2.6879
H 0.2442 -6.1910 -2.6432
H 0.8609 -5.0815 -3.8680
H 1.4414 -3.4271 -2.0888
H 0.8492 -4.5457 -0.8581
H -0.8628 -3.3303 -3.0824
H -1.4581 -4.3109 -1.7268
H -1.6941 -4.1801 1.4295
H -2.7076 -2.9901 0.5622
H -2.8727 -2.7786 3.0804
H -2.2851 -1.3059 2.2914
H -0.5436 -3.4307 3.6264
H -0.8835 -1.8169 4.2718
H 1.3352 -1.9796 3.1308
H -0.0903 -0.3422 0.4568
H -0.0550 2.1410 2.0264
H -1.1992 1.8706 0.6868
H 0.7657 1.4407 -0.8309
H 1.8433 2.0389 0.4501
H 0.6758 4.2063 1.4935
H 2.0866 4.5801 0.4917
H 0.7173 6.6008 0.8161
H -0.7217 5.7543 0.2255
H 1.7834 6.3613 -1.4053
H 0.2089 7.1300 -1.5970
H 0.5351 5.2886 -3.2664
H -0.8261 4.9862 -2.1785
H 0.3649 2.9403 -2.4057
H 2.7580 2.6682 -1.8854
H 2.9313 4.4011 -1.6030
H 2.5178 3.8075 -3.2101
H 0.8656 -3.5920 1.4382
H 1.2839 -2.0938 0.5735
*
```

=====

# 6
Molecular formula: C2H3N3O
Method: DFT, ωB97M-V/def2-TZVPD

* SMILES string: Oc1nc[nH]n1
* largest force on an atom: 4.5 eV Å⁻¹
* energy: -317.37376 Eh
* energy relative to the best compared isomer or geometry (same formula, charge and spin): 99.50 kcal per mole
* LUMO energy (alpha / beta): -0.43 / -0.43 eV

The geometry in ORCA input format:
```
! RIJCOSX wB97M-V def2-TZVPD def2/J DEFGRID3
* xyz 0 1
O -0.3985 1.6588 -0.6115
C 0.5111 0.5244 -0.8683
N 0.8598 0.5021 0.4778
C 0.1998 -0.5041 0.9295
N -0.3438 -1.2028 -0.1108
N -0.1397 -0.5943 -1.2792
H 0.1669 2.4166 -0.4516
H 0.0043 -0.7376 1.9647
H -0.8599 -2.0631 -0.0506
*
```

=====

# 7
Molecular formula: C4H9NO2
Method: DFT, ωB97M-V/def2-TZVPD

* SMILES string: N#COO.CCC
* largest force on an atom: 1.7 eV Å⁻¹
* energy: -362.89331 Eh
* energy relative to the best compared isomer or geometry (same formula, charge and spin): 120.62 kcal per mole
* LUMO energy: -0.02 eV

The geometry in ORCA input format:
```
! RIJCOSX wB97M-V def2-TZVPD def2/J DEFGRID3
* xyz 0 1
N 2.3881 0.5752 -0.6344
C 2.3831 -0.0453 0.3249
O 2.4698 -0.6874 1.4279
O 1.4243 -1.6452 1.6306
H 1.7373 -2.1230 2.4153
C -0.9499 -0.9184 -0.6086
C -1.0637 0.4060 0.1427
C -0.8556 1.5933 -0.7895
H -1.7593 -1.0188 -1.3313
H -0.9925 -1.7518 0.0909
H -0.0030 -0.9638 -1.1472
H -2.0504 0.4729 0.6079
H -0.3273 0.4448 0.9424
H -1.5926 1.5825 -1.5902
H 0.1372 1.5439 -1.2311
H -0.9453 2.5351 -0.2504
*
```

=====

# 8
Molecular formula: C23H26N4O4S
Method: DFT, ωB97M-V/def2-TZVPD

* SMILES string: CCOC(=O)CN(C(=O)CSc1nnc(CNc2ccc(C)cc2C)o1)c1ccccc1
* largest force on an atom: 1.6 eV Å⁻¹
* energy: -1810.24079 Eh
* energy relative to the best compared isomer or geometry (same formula, charge and spin): 37.29 kcal per mole
* LUMO energy: 0.65 eV

The geometry in ORCA input format:
```
! RIJCOSX wB97M-V def2-TZVPD def2/J DEFGRID3
* xyz 0 1
C 3.7105 3.7700 5.1338
C 4.7960 3.0916 4.3116
O 4.4002 2.9383 2.9438
C 3.6490 1.8850 2.6464
O 3.2624 1.0630 3.4315
C 3.3352 1.8543 1.1504
N 2.9017 0.5314 0.7574
C 3.8500 -0.4345 0.7414
O 5.0200 -0.1946 0.9541
C 3.3796 -1.8343 0.3829
S 2.7227 -1.9067 -1.3227
C 1.1704 -2.5726 -0.9940
N 0.6684 -2.9133 0.1545
N -0.5602 -3.4060 -0.0992
C -0.7489 -3.3523 -1.3741
C -1.9735 -3.7691 -2.1205
N -3.1106 -2.9294 -1.8321
C -3.1492 -1.5925 -2.2202
C -2.3151 -1.0758 -3.2067
C -2.4355 0.2386 -3.6236
C -3.3819 1.0806 -3.0639
C -3.5204 2.5095 -3.4961
C -4.2128 0.5605 -2.0772
C -4.1211 -0.7510 -1.6499
C -5.0566 -1.2692 -0.5953
O 0.3249 -2.8187 -2.0149
C 1.4991 0.2955 0.6803
C 0.8251 -0.2970 1.7389
C -0.5417 -0.4959 1.6528
C -1.2322 -0.1002 0.5203
C -0.5597 0.4999 -0.5315
C 0.8067 0.7006 -0.4539
H 4.0663 3.9226 6.1485
H 2.8209 3.1457 5.1634
H 3.4537 4.7329 4.6988
H 5.0242 2.1034 4.7229
H 5.7021 3.6989 4.2745
H 2.5458 2.5758 0.9325
H 4.2438 2.1243 0.6056
H 2.5777 -2.1821 1.0311
H 4.2383 -2.5032 0.4302
H -2.2310 -4.7896 -1.8235
H -1.7609 -3.7566 -3.1914
H -3.4744 -3.0835 -0.9027
H -1.5539 -1.6902 -3.6605
H -1.7719 0.6087 -4.3923
H -3.4231 3.1792 -2.6422
H -2.7609 2.7683 -4.2297
H -4.5009 2.6781 -3.9404
H -4.9584 1.2044 -1.6309
H -4.5120 -1.6097 0.2879
H -5.6384 -2.1075 -0.9780
H -5.7446 -0.4870 -0.2849
H 1.3753 -0.5820 2.6223
H -1.0648 -0.9656 2.4711
H -2.2979 -0.2533 0.4492
H -1.1014 0.8039 -1.4139
H 1.3439 1.1583 -1.2718
*
```